C4H8N2O | ωB97M-V with the def2-TZVPD basis set

Values from the calculation:
F_max = 1.26 eV Å⁻¹
LUMO = 0.7409 eV
structure (SMILES) = C=CN=C.NC=O
energy relative to the best compared isomer or geometry (same formula, charge and spin) = 2.599 eV
E_HOMO = -8.9 eV

Last column: natural (NBO) charge in e.
Atoms and positions in Å:
C1 2.403 -1.466 -0.063  0.532
N1 2.392 -1.259 1.278  -0.828
O1 2.375 -0.614 -0.914  -0.598
H1 2.534 -2.543 -0.291  0.103
H2 2.467 -0.341 1.677  0.401
H3 2.032 -2.007 1.841  0.393
C2 -2.310 1.377 -0.397  -0.028
C3 -2.585 0.444 0.513  -0.466
C4 -0.191 1.007 -1.212  -0.034
N2 -1.416 1.218 -1.476  -0.409
H4 -2.921 2.273 -0.481  0.191
H5 -1.915 -0.392 0.668  0.192
H6 -3.520 0.472 1.053  0.207
H7 0.452 0.584 -1.975  0.196
H8 0.203 1.247 -0.221  0.148

C4H8N2O | ωB97M-V with the def2-TZVPD basis set

Values from the calculation:
F_max = 4.07 eV Å⁻¹
LUMO = 0.7713 eV
structure (SMILES) = [H]/N=C/CC/C=[NH+]/[O-]
energy relative to the best compared isomer or geometry (same formula, charge and spin) = 4.541 eV
E_HOMO = -8.4 eV

Last column: natural (NBO) charge in e.
Atoms and positions in Å:
C1 -0.488 0.859 1.172  -0.029
C2 -0.104 1.164 -0.180  -0.456
C3 -0.558 0.042 -1.246  -0.463
C4 0.111 -1.294 -1.188  0.162
N1 0.351 0.277 1.942  -0.012
N2 1.140 -1.461 -0.493  -0.651
O1 0.350 -0.024 3.172  -0.532
H1 -1.548 1.252 1.514  0.206
H2 -0.547 2.094 -0.403  0.227
H3 0.994 1.349 -0.323  0.222
H4 -1.578 -0.157 -0.815  0.224
H5 -0.412 0.254 -2.298  0.230
H6 -0.342 -1.974 -1.826  0.152
H7 1.461 -2.389 -0.461  0.345
H8 1.167 0.007 1.433  0.374

C4H8N2O | ωB97M-V with the def2-TZVPD basis set

Values from the calculation:
F_max = 12.99 eV Å⁻¹
LUMO = 0.3759 eV
energy relative to the best compared isomer or geometry (same formula, charge and spin) = 5.047 eV
E_HOMO = -8.4 eV

Last column: natural (NBO) charge in e.
Atoms and positions in Å:
C1 1.465 0.233 0.172  -0.092
C2 -0.050 0.366 0.725  -0.077
C3 -1.090 0.984 -0.306  -0.262
C4 -1.296 -1.232 -0.111  0.232
H1 1.584 -0.261 -1.859  0.459
H2 2.331 0.050 0.919  0.180
H3 1.748 1.211 -0.368  0.160
H4 0.002 1.028 1.481  0.189
H5 -1.692 1.745 0.040  0.201
H6 -0.676 1.439 -1.195  0.194
H7 -1.740 -2.216 -0.123  0.205
H8 0.031 -1.547 1.254  0.382
N1 -1.761 -0.233 -0.862  -0.460
N2 -0.581 -0.741 0.966  -0.602
O1 1.727 -0.827 -0.734  -0.709

C4H8N2O | ωB97M-V with the def2-TZVPD basis set

Values from the calculation:
F_max = 0.27 eV Å⁻¹
LUMO = 0.8441 eV
structure (SMILES) = O=C1NCCCN1
energy relative to the best compared isomer or geometry (same formula, charge and spin) = 0.123 eV
E_HOMO = -9.4 eV

Last column: natural (NBO) charge in e.
Atoms and positions in Å:
O1 -1.096 2.198 -1.416  -0.658
C1 -0.643 1.195 -0.886  0.776
N1 0.616 0.706 -1.167  -0.648
C2 1.100 -0.525 -0.577  -0.217
C3 0.681 -0.579 0.888  -0.419
C4 -0.843 -0.572 0.918  -0.207
N2 -1.359 0.458 0.028  -0.648
H1 1.268 1.406 -1.480  0.407
H2 0.661 -1.382 -1.109  0.187
H3 2.183 -0.585 -0.712  0.211
H4 1.082 0.300 1.407  0.208
H5 1.062 -1.475 1.389  0.218
H6 -1.211 -0.394 1.935  0.201
H7 -1.209 -1.560 0.604  0.181
H8 -2.291 0.811 0.175  0.408

C4H8N2O | ωB97M-V with the def2-TZVPD basis set

Values from the calculation:
F_max = 2.91 eV Å⁻¹
LUMO = 0.6383 eV
energy relative to the best compared isomer or geometry (same formula, charge and spin) = 1.715 eV
E_HOMO = -8.9 eV

Last column: natural (NBO) charge in e.
Atoms and positions in Å:
H1 0.070 1.526 0.903  0.465
O1 0.160 2.572 1.311  -1.079
N1 -0.232 0.254 0.657  -0.482
H2 0.477 3.255 0.708  0.449
C1 -0.117 -0.354 -0.583  0.147
C2 -0.109 -0.701 1.548  0.231
C3 -0.276 -1.697 -0.411  -0.124
N2 -0.077 -1.916 0.964  -0.513
H3 -0.004 -2.810 1.412  0.424
H4 -0.234 -0.553 2.608  0.216
H5 -0.018 -2.442 -1.147  0.217
C4 0.086 0.494 -1.774  -0.655
H6 -0.719 1.245 -1.728  0.239
H7 0.958 1.146 -1.736  0.239
H8 0.037 -0.019 -2.733  0.226

C4H8N2O | ωB97M-V with the def2-TZVPD basis set

Values from the calculation:
F_max = 3.18 eV Å⁻¹
LUMO = 0.8064 eV
structure (SMILES) = Cc1c[nH]cn1.O
energy relative to the best compared isomer or geometry (same formula, charge and spin) = 1.686 eV
E_HOMO = -8.4 eV

Last column: natural (NBO) charge in e.
Atoms and positions in Å:
C1 -2.799 0.105 -0.279  -0.637
C2 -1.372 0.074 -0.691  0.097
C3 -0.632 -1.083 -0.752  -0.123
N1 0.651 -0.679 -0.363  -0.531
C4 0.678 0.670 -0.603  0.181
N2 -0.526 1.164 -0.568  -0.460
H1 -3.328 -0.827 -0.443  0.217
H2 -2.923 0.415 0.755  0.223
H3 -3.338 0.911 -0.795  0.217
H4 -0.835 -2.137 -0.777  0.212
H5 1.452 -1.249 -0.607  0.402
H6 1.596 1.227 -0.730  0.200
H7 4.513 0.826 2.122  0.480
H8 2.980 0.368 2.004  0.480
O1 3.881 0.214 1.727  -0.960

C4H8N2O | ωB97M-V with the def2-TZVPD basis set

Values from the calculation:
F_max = 2.30 eV Å⁻¹
LUMO (alpha / beta) = 0.6792 / 0.6793 eV
energy relative to the best compared isomer or geometry (same formula, charge and spin) = 4.741 eV
E_HOMO (alpha / beta) = -6.6 / -6.6 eV

Last column: natural (NBO) charge in e.
Atoms and positions in Å:
C1 -0.070 1.073 -1.370  -0.403
C2 0.552 0.415 1.681  -0.637
C3 -1.157 -1.107 -0.835  0.399
C4 0.590 -0.588 0.521  0.082
O1 -0.987 -2.094 -0.031  -0.232
N1 0.010 -1.851 0.878  -0.405
N2 -0.243 -0.143 -0.643  -0.388
H1 -1.918 -1.121 -1.590  0.197
H2 1.640 -0.694 0.176  0.127
H3 -0.642 1.034 -2.296  0.211
H4 0.988 1.204 -1.611  0.211
H5 -0.402 1.935 -0.785  0.206
H6 1.031 1.350 1.403  0.193
H7 1.084 -0.017 2.523  0.231
H8 -0.477 0.604 1.979  0.208

C4H8N2O | ωB97M-V with the def2-TZVPD basis set

Values from the calculation:
F_max = 0.53 eV Å⁻¹
LUMO = 0.8078 eV
structure (SMILES) = CNC(=C=N)CO
energy relative to the best compared isomer or geometry (same formula, charge and spin) = 3.040 eV
E_HOMO = -8.6 eV

Last column: natural (NBO) charge in e.
Atoms and positions in Å:
C1 -1.358 0.929 0.815  -0.416
N1 -0.542 -0.266 1.059  -0.622
C2 0.269 -0.616 -0.071  -0.087
C3 1.666 -0.041 -0.168  -0.068
O1 1.697 1.319 0.217  -0.710
C4 -0.196 -1.327 -1.068  0.372
N2 -0.600 -1.990 -2.026  -0.618
H1 -2.123 0.792 0.032  0.170
H2 -1.853 1.219 1.747  0.198
H3 -0.694 1.736 0.498  0.214
H4 -1.150 -1.045 1.293  0.370
H5 -0.999 -1.340 -2.707  0.366
H6 1.990 -0.079 -1.215  0.190
H7 2.381 -0.629 0.428  0.169
H8 1.512 1.336 1.166  0.471

C4H8N2O | ωB97M-V with the def2-TZVPD basis set

Values from the calculation:
F_max = 0.66 eV Å⁻¹
LUMO = 0.9879 eV
structure (SMILES) = C[C@H]1NC/C1=N\O
energy relative to the best compared isomer or geometry (same formula, charge and spin) = 3.544 eV
E_HOMO = -9.2 eV

Last column: natural (NBO) charge in e.
Atoms and positions in Å:
C1 1.806 0.857 -0.287  -0.611
C2 0.774 -0.249 -0.425  -0.085
N1 0.695 -1.177 0.738  -0.613
C3 -0.762 -0.944 0.910  -0.289
C4 -0.676 0.099 -0.174  0.209
N2 -1.445 0.924 -0.743  -0.133
O1 -2.728 0.858 -0.202  -0.572
H1 2.814 0.471 -0.471  0.212
H2 1.776 1.269 0.726  0.217
H3 1.602 1.660 -1.004  0.219
H4 0.894 -0.765 -1.390  0.194
H5 0.922 -2.136 0.500  0.359
H6 -1.036 -0.581 1.907  0.212
H7 -1.420 -1.784 0.650  0.204
H8 -3.214 1.499 -0.737  0.477

C4H8N2O | ωB97M-V with the def2-TZVPD basis set

Values from the calculation:
F_max = 0.81 eV Å⁻¹
LUMO = 0.3505 eV
energy relative to the best compared isomer or geometry (same formula, charge and spin) = 5.142 eV
E_HOMO = -8.8 eV

Last column: natural (NBO) charge in e.
Atoms and positions in Å:
C1 -0.097 1.402 0.235  -0.717
C2 -0.042 -1.038 -0.581  0.267
C3 0.519 -0.835 -1.976  -0.334
N1 1.209 -1.243 -0.783  -0.559
C4 -0.969 0.242 0.754  0.649
O1 -2.165 0.220 0.523  -0.629
N2 -0.349 -0.396 1.901  -0.903
H1 0.986 1.229 0.248  0.208
H2 -0.419 1.726 -0.759  0.230
H3 -0.314 2.212 0.936  0.234
H4 0.305 -1.599 -2.712  0.197
H5 0.663 0.184 -2.332  0.193
H6 2.067 -1.167 -0.256  0.425
H7 -0.473 0.269 2.663  0.364
H8 -0.920 -1.204 2.140  0.374

C4H8N2O | ωB97M-V with the def2-TZVPD basis set

Values from the calculation:
F_max = 6.34 eV Å⁻¹
LUMO = 1.0176 eV
energy relative to the best compared isomer or geometry (same formula, charge and spin) = 5.396 eV
E_HOMO = -8.9 eV

Last column: natural (NBO) charge in e.
Atoms and positions in Å:
C1 -1.192 0.054 0.136  0.464
C2 -2.003 1.019 -0.071  -0.572
C3 0.088 -1.707 -0.310  0.082
C4 1.326 1.229 -0.068  -0.455
N1 0.970 -1.065 0.592  -0.486
N2 0.594 0.342 0.705  -0.313
O1 -1.204 -1.265 -0.173  -0.505
H1 -3.036 0.902 -0.373  0.235
H2 -1.611 1.973 0.370  0.238
H3 0.367 -1.601 -1.341  0.164
H4 0.076 -2.913 -0.131  0.181
H5 2.356 0.790 -0.217  0.221
H6 0.787 1.548 -0.986  0.186
H7 1.584 2.219 0.322  0.196
H8 0.899 -1.525 1.544  0.364

C4H8N2O | ωB97M-V with the def2-TZVPD basis set

Values from the calculation:
F_max = 1.11 eV Å⁻¹
LUMO = 0.6939 eV
structure (SMILES) = C[C@](O)(C#N)CN
energy relative to the best compared isomer or geometry (same formula, charge and spin) = 1.442 eV
E_HOMO = -10.2 eV

Last column: natural (NBO) charge in e.
Atoms and positions in Å:
C1 -0.931 -0.473 1.172  -0.627
C2 -0.423 0.450 0.063  0.143
O1 0.311 1.540 0.591  -0.695
C3 0.453 -0.326 -0.948  -0.227
N1 1.732 -0.585 -0.296  -0.857
C4 -1.569 1.053 -0.652  0.272
N2 -2.445 1.550 -1.220  -0.306
H1 -1.448 0.102 1.945  0.230
H2 -0.084 -0.991 1.632  0.228
H3 -1.618 -1.218 0.758  0.222
H4 0.982 1.150 1.165  0.480
H5 0.542 0.249 -1.883  0.195
H6 -0.052 -1.269 -1.184  0.202
H7 2.369 0.180 -0.477  0.367
H8 2.182 -1.413 -0.665  0.372

C4H8N2O | ωB97M-V with the def2-TZVPD basis set

Values from the calculation:
F_max = 1.16 eV Å⁻¹
LUMO = 0.8727 eV
structure (SMILES) = CN[C@H](C#N)CO
energy relative to the best compared isomer or geometry (same formula, charge and spin) = 1.767 eV
E_HOMO = -9.7 eV

Last column: natural (NBO) charge in e.
Atoms and positions in Å:
C1 1.307 0.669 1.621  -0.419
N1 0.127 0.008 1.079  -0.604
C2 0.224 -0.346 -0.318  -0.172
C3 -1.033 -1.118 -0.758  -0.054
O1 -2.159 -0.275 -0.825  -0.712
C4 0.360 0.818 -1.249  0.252
N2 0.340 1.699 -2.001  -0.334
H1 2.162 -0.020 1.564  0.193
H2 1.575 1.609 1.103  0.179
H3 1.130 0.887 2.678  0.211
H4 -0.717 0.552 1.239  0.375
H5 1.110 -0.984 -0.455  0.231
H6 -1.250 -1.869 0.006  0.203
H7 -0.839 -1.619 -1.714  0.173
H8 -2.098 0.227 -1.650  0.478

C4H8N2O | ωB97M-V with the def2-TZVPD basis set

Values from the calculation:
F_max = 4.82 eV Å⁻¹
LUMO = 0.8506 eV
structure (SMILES) = CCC1=NCNO1
energy relative to the best compared isomer or geometry (same formula, charge and spin) = 4.449 eV
E_HOMO = -8.6 eV

Last column: natural (NBO) charge in e.
Atoms and positions in Å:
C1 -0.262 0.100 -0.422  0.564
C2 -0.730 2.074 -1.388  -0.108
C3 0.728 -1.395 1.333  -0.583
C4 -0.027 -1.277 0.040  -0.505
N1 -0.523 0.678 -1.477  -0.451
N2 -0.500 2.501 0.047  -0.308
O1 -0.357 1.325 0.753  -0.459
H1 -0.129 2.695 -2.241  0.197
H2 -1.802 2.328 -1.584  0.193
H3 1.781 -1.215 1.119  0.211
H4 0.744 -2.548 1.648  0.205
H5 0.357 -0.835 2.121  0.231
H6 -0.968 -1.777 0.181  0.245
H7 0.362 -1.926 -0.859  0.250
H8 0.401 2.925 0.013  0.317

C4H8N2O | ωB97M-V with the def2-TZVPD basis set

Values from the calculation:
F_max = 13.16 eV Å⁻¹
LUMO = 0.8940 eV
structure (SMILES) = C1=NNCCCO1
energy relative to the best compared isomer or geometry (same formula, charge and spin) = 6.258 eV
E_HOMO = -8.0 eV

Last column: natural (NBO) charge in e.
Atoms and positions in Å:
C1 -1.217 0.609 0.083  -0.452
C2 0.212 1.190 -0.415  -0.231
C3 1.262 -1.212 -0.014  0.356
C4 -1.017 -0.935 0.465  -0.106
H1 -1.771 1.187 0.869  0.223
H2 -1.757 0.405 -0.959  0.205
H3 0.501 0.658 -1.319  0.169
H4 -0.262 2.142 -0.526  0.233
H5 1.785 1.798 0.496  0.367
H6 1.808 -2.171 -0.505  0.153
H7 -1.870 -1.568 -0.045  0.206
H8 -0.765 -1.303 1.608  0.195
N1 1.152 0.921 0.366  -0.480
N2 1.888 -0.210 0.251  -0.309
O1 0.052 -1.510 -0.356  -0.530

C4H8N2O | ωB97M-V with the def2-TZVPD basis set

Values from the calculation:
F_max = 1.20 eV Å⁻¹
LUMO = 0.0054 eV
energy relative to the best compared isomer or geometry (same formula, charge and spin) = 4.813 eV
E_HOMO = -7.1 eV

Last column: natural (NBO) charge in e.
Atoms and positions in Å:
C1 1.044 0.801 -1.820  -0.741
N1 0.631 0.670 -0.327  -0.518
C2 -0.391 -0.385 -0.155  -0.183
C3 -0.420 -0.933 1.278  -0.068
O1 0.844 -1.476 1.587  -0.706
C4 -1.708 0.133 -0.545  0.253
N2 -2.767 0.531 -0.782  -0.271
H1 0.077 0.943 -2.329  0.142
H2 1.530 1.791 -1.842  0.147
H3 1.471 0.324 0.136  0.420
H4 0.315 1.509 0.187  0.380
H5 -0.070 -1.165 -0.856  0.283
H6 -1.169 -1.729 1.333  0.207
H7 -0.721 -0.148 1.986  0.179
H8 1.334 -0.866 2.149  0.476

C4H8N2O | ωB97M-V with the def2-TZVPD basis set

Values from the calculation:
F_max = 1.93 eV Å⁻¹
LUMO (alpha / beta) = -0.5027 / -0.3828 eV
energy relative to the best compared isomer or geometry (same formula, charge and spin) = 6.359 eV
E_HOMO (alpha / beta) = -9.4 / -8.4 eV

Last column: natural (NBO) charge in e.
Atoms and positions in Å:
C1 -0.615 1.836 0.305  -0.613
C2 0.282 0.761 -0.288  -0.146
N1 1.465 0.401 0.466  -0.429
C3 0.700 -1.428 -0.998  -0.261
C4 -0.228 -0.641 -0.288  0.077
N2 -0.997 -0.996 0.687  -0.100
O1 -1.058 -2.363 0.835  -0.554
H1 -0.085 2.792 0.350  0.209
H2 -0.937 1.550 1.309  0.231
H3 -1.496 1.959 -0.335  0.221
H4 0.521 1.052 -1.330  0.187
H5 2.137 1.184 0.372  0.301
H6 0.701 -2.512 -0.889  0.205
H7 1.176 -1.025 -1.886  0.192
H8 -1.597 -2.461 1.630  0.480